An isolated molecule of CHFO2S in a non-equilibrium geometry. Source: OMol25; level of theory: ωB97M-V with the def2-TZVPD basis set.

Its net charge is 0. The value obtained for the HOMO energy (alpha / beta) is -8.60 / -7.78 eV. For the orbital gap (alpha / beta), the calculation gives 0.324 / 0.249 Ha.

Positions of all 6 atoms, in Å:
1 S 1.67819 0.86502 0.05616
2 F -1.28952 -1.49961 0.00098
3 O 2.54909 -0.31644 0.08363
4 O 0.01629 0.52522 0.08241
5 C -1.09496 -0.12402 0.03045
6 H -1.85911 0.54983 -0.25362

A structure of composition C17H22N4O in a non-equilibrium geometry. Source: OMol25; level of theory: ωB97M-V with the def2-TZVPD basis set.

Its net charge is 0. The value obtained for the HOMO energy is -7.33 eV. For the orbital gap, the calculation gives 0.279 Ha.

Positions of all 44 atoms, in Å:
1 O -5.11760 0.92497 0.53722
2 N -0.05984 1.21346 -0.87006
3 N 1.77844 -2.10879 -0.39296
4 N 2.78889 -0.14005 -0.98023
5 N -0.47744 -2.37783 0.35801
6 C -1.38747 1.07327 -0.31861
7 C 0.48794 -0.34768 -0.62079
8 C -1.81209 -0.13624 0.03529
9 C 4.00380 -0.70480 -0.84499
10 C -0.66164 -0.97860 0.04773
11 C -3.53380 2.10730 -0.32947
12 C 4.86969 2.17243 0.11606
13 C 5.68433 0.56999 0.36860
14 C 1.73171 -0.72120 -0.57198
15 C -6.12317 -1.30308 -0.13919
16 C -3.89571 0.80884 0.20765
17 C -2.18871 2.29859 -0.71688
18 C 4.77634 -0.48080 0.50436
19 C 6.36533 0.82263 1.58734
20 C -3.06292 -0.41183 0.19430
21 C 0.62183 -2.74293 0.28482
22 C -5.73661 -0.38602 0.95170
23 H -3.41166 -1.15979 0.71952
24 H 7.04431 0.00792 1.90058
25 H -4.15523 2.84227 -0.31027
26 H 3.99213 2.13601 0.77584
27 H 5.46524 2.86050 0.40931
28 H -5.29951 -1.74771 -0.68338
29 H -6.83593 -2.11686 0.36388
30 H -1.88690 3.43799 -0.93272
31 H 5.50405 -1.20066 0.28892
32 H 2.74638 0.81474 -1.21574
33 H 4.72587 -0.33438 -1.78168
34 H -6.89270 -0.83266 -0.92429
35 H 7.01624 1.59803 1.72257
36 H 4.17643 -0.48932 1.11761
37 H 0.59322 1.87991 -0.89665
38 H 0.92756 -3.64589 0.35700
39 H 5.64402 0.85390 2.53013
40 H -6.94764 0.06365 1.51124
41 H 4.39794 2.03316 -0.76738
42 H -5.20678 -0.96505 1.87574
43 H 3.97789 -1.86557 -1.27787
44 H 6.46926 0.90217 -0.38637

Repeat the first record exactly.
An isolated molecule of CHFO2S in a non-equilibrium geometry. Source: OMol25; level of theory: ωB97M-V with the def2-TZVPD basis set.

Its net charge is 0. The value obtained for the HOMO energy (alpha / beta) is -8.60 / -7.78 eV. For the orbital gap (alpha / beta), the calculation gives 0.324 / 0.249 Ha.

Positions of all 6 atoms, in Å:
1 S 1.67819 0.86502 0.05616
2 F -1.28952 -1.49961 0.00098
3 O 2.54909 -0.31644 0.08363
4 O 0.01629 0.52522 0.08241
5 C -1.09496 -0.12402 0.03045
6 H -1.85911 0.54983 -0.25362